6 unconnected molecules or ions with the total composition C54H114N6O6. Source: OMol25; level of theory: the ωB97M-V functional and the def2-TZVPD basis.

The geometry in XYZ format:
```
180
Properties=species:S:1:pos:R:3:forces:R:3
C 3.687098 -0.775328 0.114223 -0.38 -1.27 -0.04
C 3.935958 0.594902 -0.522137 1.78 -0.87 0.76
C 4.945028 1.293122 0.384493 -0.01 1.38 0.63
C 4.669068 0.391282 -1.912047 -1.74 0.15 -0.05
C 3.711108 -0.134988 -2.987797 -0.58 1.08 0.12
C 2.582928 1.005552 -3.209617 1.92 -1.75 0.71
C 1.890528 1.233862 -1.844507 -3.44 0.78 1.56
C 0.995878 2.586802 -1.919507 1.54 0.40 -1.06
C 0.896938 0.037542 -1.560337 0.63 0.82 -0.56
N 2.746908 1.422222 -0.642347 1.07 1.18 -1.82
O 2.005558 1.588252 0.568143 0.30 -1.14 -0.70
H 4.521778 -1.262588 0.618203 0.57 0.72 0.12
H 2.903968 -0.747738 0.871883 -0.18 0.14 -0.19
H 3.468468 -1.559708 -0.610377 -0.66 0.16 -0.25
H 5.065588 2.317692 0.032633 0.42 0.04 -0.34
H 4.623798 1.465552 1.411703 -0.59 -0.43 0.10
H 5.912928 0.808842 0.513943 -0.04 -0.20 -0.57
H 4.988118 1.323962 -2.377247 0.35 0.40 0.68
H 5.543358 -0.251808 -1.811387 -0.10 -0.03 0.37
H 4.339548 -0.341318 -3.854157 -0.41 0.21 -0.43
H 3.239338 -1.081878 -2.725237 -0.03 0.04 0.08
H 1.910978 0.640932 -3.986577 -0.53 0.04 0.41
H 3.055648 1.880822 -3.655197 0.10 0.25 0.45
H 0.196618 2.585452 -2.660637 -0.05 -0.54 0.01
H 1.675568 3.359462 -2.278847 0.43 -0.03 -0.56
H 0.635148 3.178802 -1.078367 -0.28 -1.24 0.83
H -0.007092 0.239112 -2.134987 -0.07 -0.37 -0.01
H 0.651468 -0.002618 -0.499097 0.00 0.01 -0.14
H 1.364738 -0.894358 -1.877867 -0.27 -0.10 0.10
H 1.997008 2.532202 0.742733 0.26 0.16 -0.23
C 8.876318 -10.920778 -4.684437 -1.20 0.92 2.01
C 7.907848 -10.560478 -3.451327 -1.44 -1.59 1.85
C 6.439388 -10.406648 -3.859887 -0.21 -0.44 -1.62
C 7.964898 -11.869358 -2.511717 2.08 0.89 -0.26
C 7.388728 -11.773158 -1.101797 -0.57 -1.24 -3.23
C 7.840938 -10.551948 -0.439277 -0.51 1.92 0.49
C 7.936408 -9.151488 -1.212897 0.92 -0.12 0.88
C 6.600098 -8.344888 -1.056847 0.88 -0.77 -1.10
C 9.164518 -8.397978 -0.487537 -0.96 -0.57 -2.13
N 8.257268 -9.384858 -2.635637 1.13 -3.39 1.47
O 8.640528 -8.345978 -3.391887 -0.24 2.78 -1.19
H 9.894978 -11.023948 -4.310547 0.11 0.33 -0.05
H 8.591148 -11.923338 -5.003267 -0.20 0.30 -0.41
H 8.771798 -10.139348 -5.437127 0.18 -0.38 -0.29
H 6.230698 -11.266068 -4.497027 -0.46 -0.08 -0.20
H 5.661738 -10.378688 -3.096617 0.55 -0.27 0.55
H 6.217268 -9.517938 -4.450597 0.44 0.17 -0.19
H 7.731168 -12.812448 -3.005747 -0.72 0.29 -0.38
H 9.034098 -12.005538 -2.349277 0.51 0.11 -0.02
H 6.318948 -11.867458 -1.288277 -0.32 0.09 0.84
H 7.788198 -12.637818 -0.571817 -0.53 -0.11 0.19
H 8.791798 -10.827138 0.017063 0.08 0.64 0.19
H 7.049118 -10.416128 0.297393 0.58 0.53 0.80
H 6.464698 -7.874818 -0.082787 -0.12 -0.32 0.00
H 5.835008 -9.061368 -1.355867 -0.49 0.17 0.60
H 6.557378 -7.589698 -1.841687 0.20 0.28 0.15
H 9.314518 -7.431208 -0.968127 -0.29 0.29 0.35
H 10.034118 -8.961198 -0.826167 0.20 -0.21 0.61
H 9.060618 -8.323798 0.594963 -0.03 -0.09 -0.18
H 9.438068 -8.585878 -3.869357 0.41 -0.13 0.28
C 4.602858 11.911902 -10.000367 -0.75 -0.60 -1.62
C 3.258568 11.044602 -10.085057 -1.16 0.74 0.57
C 2.388988 11.235222 -11.385167 0.40 -0.08 -0.60
C 3.633898 9.521632 -9.875647 -1.50 0.21 1.02
C 2.476778 8.639542 -9.243297 -0.48 1.23 -0.13
C 1.904058 9.307882 -7.973097 0.38 1.39 -1.09
C 1.382638 10.806702 -8.235677 0.40 -0.49 1.12
C -0.082962 10.856322 -8.844587 1.30 -0.52 -0.95
C 1.242668 11.348182 -6.784087 0.01 0.20 0.23
N 2.472978 11.588162 -8.898057 0.45 -4.06 1.59
O 2.003258 12.859512 -9.027047 -0.54 1.76 -1.28
H 5.046388 12.075332 -10.982537 -0.08 -0.33 -0.37
H 4.451388 12.943662 -9.683137 -0.04 -0.18 0.52
H 5.382108 11.402592 -9.433387 -0.38 0.19 0.40
H 1.422958 10.746802 -11.512917 0.15 -1.06 1.07
H 1.975718 12.222552 -11.591287 1.02 0.63 0.26
H 2.936998 10.867982 -12.252877 0.28 0.35 -0.14
H 3.965168 9.059892 -10.805787 -0.10 0.26 -0.17
H 4.471268 9.435352 -9.183207 0.07 0.26 0.07
H 1.620938 8.554932 -9.912977 0.27 -0.38 -0.52
H 2.899758 7.664502 -9.001427 -0.21 -0.10 -0.16
H 2.746358 9.273162 -7.282147 -0.13 0.66 0.39
H 1.053548 8.865452 -7.454457 0.10 -0.70 -0.41
H -0.599602 11.799292 -8.665737 0.11 -0.14 0.35
H -0.649302 9.984472 -8.517087 -0.12 0.25 0.56
H -0.088002 10.721302 -9.926187 0.26 0.15 -0.18
H 0.353878 10.981432 -6.270617 -0.08 -0.64 -0.21
H 1.101218 12.421022 -6.653277 0.40 0.17 -0.61
H 2.112888 11.026812 -6.211767 0.00 0.25 0.09
H 2.786298 13.336022 -9.312347 -0.03 0.58 0.18
C -8.527752 0.478052 6.590663 -1.00 -0.52 0.98
C -8.213852 -1.059648 6.597873 1.02 0.70 -2.94
C -8.587882 -1.703518 7.885543 1.31 0.41 1.82
C -9.057502 -1.875048 5.582293 -1.24 1.44 -1.69
C -8.781012 -1.641138 4.056733 3.05 -1.59 2.52
C -7.265852 -2.064728 3.906783 -0.12 1.56 -0.32
C -6.206842 -1.444388 4.915893 0.58 0.81 -0.92
C -4.992452 -2.398048 5.007263 -0.56 1.19 -0.25
C -5.742512 -0.020968 4.404383 -0.78 -0.23 -0.55
N -6.758312 -1.289448 6.215233 -2.45 -1.19 2.95
O -5.903772 -0.797628 7.275683 -0.34 -0.01 -1.40
H -8.955132 0.902402 5.682163 0.39 -0.26 -0.29
H -9.310752 0.611072 7.337193 -0.41 0.06 0.02
H -7.757452 1.134342 6.995673 0.52 -0.42 -0.39
H -8.107462 -2.681078 7.926613 -0.55 -0.29 -0.01
H -8.147802 -1.159368 8.721203 0.13 0.17 0.14
H -9.657192 -1.686178 8.096193 0.00 -0.36 -0.43
H -9.047412 -2.932988 5.844503 0.37 -0.04 -0.21
H -10.104932 -1.579098 5.640803 -0.23 0.12 0.88
H -9.351712 -2.353618 3.461113 -0.29 0.59 -0.17
H -8.788792 -0.591048 3.764553 -0.77 -0.14 -0.02
H -7.070102 -1.585068 2.947763 0.91 -0.58 -0.30
H -7.090892 -3.139078 3.849653 -0.32 0.02 0.02
H -4.543402 -2.407248 4.014093 0.29 -0.30 0.12
H -5.275242 -3.395468 5.343863 0.02 0.05 -0.02
H -4.337812 -1.893488 5.717873 0.44 -0.44 -0.10
H -6.678752 0.523242 4.280383 -0.05 0.30 -0.05
H -5.259682 -0.000118 3.427373 0.03 -0.43 -0.14
H -5.115272 0.601802 5.042223 -0.02 -0.56 0.52
H -5.549332 -1.613138 7.637523 0.08 -0.06 0.23
C -8.476842 7.302642 -4.314597 1.66 0.25 0.71
C -7.659122 7.857672 -3.082547 1.26 1.78 -0.08
C -6.090992 8.165222 -3.255807 -0.65 0.06 -1.87
C -8.214152 9.325212 -2.825417 0.38 -1.06 0.63
C -9.493412 9.318872 -2.022827 0.28 -1.52 -0.04
C -9.370932 8.406102 -0.776817 0.19 1.32 -0.06
C -8.832932 7.005762 -1.058067 -0.03 -2.42 1.07
C -8.530732 6.239912 0.330773 0.44 1.54 -1.20
C -9.926012 6.115772 -1.660437 -0.80 -0.39 -0.39
N -7.609112 7.011162 -1.893497 -2.13 2.99 1.13
O -7.049462 5.780012 -2.209577 -0.04 -0.44 0.32
H -9.539952 7.542402 -4.294117 0.07 -0.20 0.42
H -8.102682 7.826282 -5.194317 0.21 -0.35 -0.20
H -8.278342 6.231182 -4.340557 -0.30 0.01 -0.49
H -5.446542 7.323242 -3.508487 -0.28 -0.27 -0.04
H -5.966232 8.875162 -4.073427 -0.04 -0.03 -0.41
H -5.606742 8.697432 -2.437047 -0.67 -0.30 0.56
H -7.408182 9.879872 -2.344927 -0.21 0.30 0.02
H -8.465752 9.748942 -3.797657 0.51 0.14 -0.10
H -9.869522 10.324952 -1.837207 -0.05 -0.15 0.21
H -10.160722 8.784522 -2.699047 -0.75 0.31 0.11
H -10.353182 8.363302 -0.306237 -0.14 -0.52 -0.10
H -8.787902 8.901432 -0.000397 0.55 0.03 -0.10
H -9.364902 6.405432 1.012563 -0.33 -0.65 -0.26
H -7.693692 6.666772 0.883273 0.33 0.17 -0.33
H -8.280802 5.214312 0.059143 -0.35 -0.02 0.49
H -9.698632 5.056642 -1.539447 0.26 0.01 -0.09
H -10.148022 6.253292 -2.718697 0.18 0.25 0.05
H -10.874112 6.249722 -1.139597 -0.04 0.15 0.17
H -6.177802 6.018082 -1.885327 0.48 -0.99 -0.10
C 1.093178 -7.138458 7.758013 -1.88 -0.56 0.66
C 2.513328 -6.887808 8.197983 0.06 -1.05 -0.39
C 3.118218 -6.273088 6.959713 2.43 -0.96 -0.73
C 2.609348 -5.893608 9.339833 1.22 -0.30 -0.60
C 2.069948 -6.465918 10.599573 -0.50 -0.86 0.85
C 2.925958 -7.699578 11.062023 -0.09 1.77 -0.53
C 3.058198 -8.762698 10.002493 -0.67 -2.69 -0.19
C 4.226108 -9.764438 10.418133 -0.25 1.24 -1.49
C 1.780698 -9.664278 10.004713 0.70 0.22 -0.09
N 3.240938 -8.232558 8.626193 0.29 4.40 2.10
O 3.191358 -9.171168 7.653283 -0.03 -1.14 -1.18
H 0.433758 -7.268698 8.616093 -0.07 -0.69 0.02
H 0.518298 -6.379208 7.227773 0.87 0.85 -0.17
H 1.022378 -7.969528 7.056293 0.17 -0.40 0.39
H 3.095588 -5.183358 6.968573 -0.47 -0.16 -0.29
H 4.169498 -6.538938 6.849043 0.65 0.30 0.74
H 2.832188 -6.757048 6.025863 -1.07 0.49 -0.03
H 3.661468 -5.674608 9.522013 0.45 -0.20 -0.09
H 2.274078 -4.917588 8.989023 -0.86 -0.11 0.27
H 1.981198 -5.659448 11.327453 0.16 -0.33 0.45
H 1.066798 -6.865348 10.450423 -0.24 0.27 0.02
H 2.475158 -8.169678 11.936033 0.18 0.13 0.09
H 3.931598 -7.346958 11.291043 0.07 0.10 0.30
H 5.188608 -9.253228 10.399403 0.06 0.16 0.25
H 4.278728 -10.493868 9.609883 -0.02 -0.32 0.23
H 4.079558 -10.252358 11.381753 -0.25 0.14 -0.10
H 1.567228 -10.063688 10.996183 -0.35 0.57 0.23
H 1.958948 -10.583848 9.447293 -0.09 0.30 -0.57
H 1.009738 -9.043708 9.547963 -0.49 -0.63 0.33
H 4.062188 -9.040818 7.270843 0.04 -0.54 -0.48
```
Forces are in eV/Å.

Values from the calculation:
SMILES: CC1(C)CCCC(C)(C)N1O.CC1(C)CCCC(C)(C)N1O.CC1(C)CCCC(C)(C)N1O.CC1(C)CCCC(C)(C)N1O.CC1(C)CCCC(C)(C)N1O.CC1(C)CCCC(C)(C)N1O
multiplicity: 1
E_HOMO: -0.27309 hartree
energy above the lowest of the compared OMol25 structures with the same formula, charge and spin: 210.3 kcal/mol
Kohn-Sham gap: 8.07 eV